w | Entry from the Open Molecules 2025 dataset: a cluster of 2 separate species, C5H14 in total (ωB97M-V/def2-TZVPD).

The geometry in XYZ format:
```
19
Properties=species:S:1:pos:R:3:lowdin_charge:R:1
C -1.69291 -1.66774 0.27289 -0.119
C -0.38469 -1.42324 -0.55895 -0.349
C -0.51312 -1.63083 -1.97669 -0.172
H -2.05393 -0.78587 0.85234 0.059
H -1.34420 -2.18941 1.29038 0.096
H -2.47438 -2.27327 -0.14945 0.048
H -0.20561 -0.32849 -0.27524 0.081
H 0.41838 -1.98842 -0.08238 0.103
H 0.33046 -1.05852 -2.58030 0.111
H -0.43269 -2.67414 -2.19208 0.059
H -1.26434 -1.31980 -2.70997 0.072
C 1.19784 2.89055 0.84374 -0.236
C 1.23690 1.44005 1.23001 -0.233
H 0.40347 3.10054 -0.02014 0.102
H 1.03291 3.50029 1.74477 0.048
H 2.16189 3.42517 0.31304 0.101
H 2.03149 0.80530 1.83683 0.101
H 1.28027 0.73935 0.32629 0.050
H 0.27224 1.43848 1.83491 0.079
```

Computed properties:
SMILES: CCC.CC
HOMO (hartree): -0.3833


x | Entry from the Open Molecules 2025 dataset: a cluster of 2 separate species, C5H14 in total (ωB97M-V/def2-TZVPD).

The geometry in XYZ format:
```
19
Properties=species:S:1:pos:R:3:lowdin_charge:R:1
C 1.74250 0.24783 -2.23488 -0.134
C 0.37120 -0.37422 -2.36106 -0.317
C -0.57450 0.52907 -1.60251 -0.137
H 2.32957 -0.37269 -1.51382 0.087
H 2.24319 0.69380 -3.06142 0.060
H 1.72577 1.08241 -1.54570 0.052
H 0.43757 -1.40200 -2.00267 0.102
H 0.10074 -0.40887 -3.38496 0.081
H -0.76706 1.51912 -2.05760 0.088
H -0.15402 0.56373 -0.63891 0.032
H -1.60707 0.09079 -1.44367 0.086
C -0.35699 -0.95476 2.70719 -0.133
C -1.18578 0.45876 2.82199 -0.106
H 0.67675 -0.87769 3.11578 0.051
H -0.97035 -1.78632 3.10926 0.054
H -0.07287 -1.10028 1.60323 0.059
H -1.99002 0.39985 3.46879 0.031
H -1.55610 0.55519 1.91724 -0.017
H -0.39253 1.13629 3.10371 0.061
```

Computed properties:
SMILES: CCC.CC
HOMO (hartree): -0.4066


y | Entry from the Open Molecules 2025 dataset: a cluster of 2 separate species, C5H14 in total (ωB97M-V/def2-TZVPD).

The geometry in XYZ format:
```
19
Properties=species:S:1:pos:R:3:lowdin_charge:R:1
C 1.18114 0.73557 -1.65965 -0.117
C 0.42069 -0.57835 -1.44641 -0.325
C 0.28641 -1.59245 -2.58391 -0.111
H 0.87720 1.50073 -0.95285 0.056
H 2.22972 0.53306 -1.42660 0.067
H 1.18371 1.10931 -2.68302 0.065
H -0.56860 -0.40196 -1.00551 0.085
H 0.87530 -1.03733 -0.55843 0.092
H 0.81313 -2.51729 -2.36615 0.064
H 0.59050 -1.24630 -3.57185 0.069
H -0.74003 -1.85232 -2.67402 0.049
C -0.23811 0.92957 2.30058 -0.155
C -1.50920 0.40606 2.98391 -0.162
H 0.67979 0.67468 2.79496 0.056
H -0.18402 0.55714 1.27542 0.035
H -0.29896 2.00676 2.18604 0.060
H -2.11002 1.23484 3.35561 0.058
H -1.32428 -0.34386 3.75035 0.058
H -2.16436 -0.11785 2.28153 0.057
```

Computed properties:
SMILES: CCC.CC
HOMO (hartree): -0.4013


z | Entry from the Open Molecules 2025 dataset: a cluster of 2 separate species, C5H14 in total (ωB97M-V/def2-TZVPD).

The geometry in XYZ format:
```
19
Properties=species:S:1:pos:R:3:lowdin_charge:R:1
C 1.70784 1.78516 0.73325 -0.116
C 0.34586 1.17596 1.17310 -0.318
C 0.57874 -0.17811 1.84007 -0.128
H 2.09146 1.16576 -0.11320 0.082
H 2.37379 1.77524 1.61039 0.070
H 1.56978 2.80431 0.40916 0.054
H -0.24049 1.82584 1.78496 0.081
H -0.30694 1.07602 0.29981 0.078
H 1.63936 -0.29148 2.03344 0.054
H 0.09456 -0.21480 2.88468 0.090
H 0.11391 -1.04305 1.33989 0.056
C -0.59749 -1.69304 -1.69994 -0.169
C -1.77898 -0.75838 -1.86430 -0.189
H 0.37690 -1.30251 -1.51345 0.052
H -0.94908 -2.36977 -0.91745 0.060
H -0.63037 -2.41976 -2.52660 0.065
H -2.03541 -0.29188 -0.89714 0.050
H -2.78784 -1.13164 -2.03840 0.063
H -1.56560 0.08613 -2.53828 0.067
```

Computed properties:
SMILES: CCC.CC
HOMO (hartree): -0.4076


Taking the most stable structure as the zero point, the relative energies in kcal/mol are w 47.1; x 24.7; y 0.0; z 5.3.


w | Entry from the Open Molecules 2025 dataset: a cluster of 2 separate species, C5H14 in total (ωB97M-V/def2-TZVPD).

The geometry in XYZ format:
```
19
Properties=species:S:1:pos:R:3:lowdin_charge:R:1
C -1.77504 -1.52772 1.05414 -0.154
C -0.86126 -0.88460 2.16331 -0.269
C -0.32774 0.34982 1.36605 -0.188
H -1.39297 -2.38452 0.41184 0.087
H -2.56082 -2.03201 1.58369 0.037
H -2.22994 -0.74730 0.44581 0.056
H -0.27490 -1.51798 2.74952 0.058
H -1.65096 -0.30776 2.97170 0.148
H 0.81313 0.25081 1.37391 0.064
H -0.54262 1.30463 2.01142 0.088
H -0.52551 0.59922 0.19594 0.060
C 1.68410 1.18186 -2.78066 -0.135
C 1.19423 0.56749 -1.35137 -0.176
H 2.54818 0.57169 -3.27015 0.088
H 0.87583 0.87660 -3.39878 0.028
H 1.88955 2.18549 -2.45233 0.047
H 1.34106 -0.51461 -1.31421 0.068
H 1.68984 1.15885 -0.59303 0.043
H 0.10584 0.87003 -1.16679 0.050
```

Computed properties:
SMILES: CCC.CC
HOMO (hartree): -0.3787


x | Entry from the Open Molecules 2025 dataset: a cluster of 2 separate species, C5H14 in total (ωB97M-V/def2-TZVPD).

The geometry in XYZ format:
```
19
Properties=species:S:1:pos:R:3:lowdin_charge:R:1
C -0.41598 -1.12005 0.44245 -0.129
C 0.94316 -1.73091 0.09942 -0.308
C 0.94984 -3.28303 0.13703 -0.114
H -1.07370 -1.05999 -0.42473 0.070
H -0.27306 -0.11935 0.86190 0.054
H -0.91142 -1.68466 1.23392 0.066
H 1.27685 -1.45241 -0.90249 0.092
H 1.68321 -1.32208 0.78973 0.092
H 0.99103 -3.69750 -0.86646 0.060
H 1.83024 -3.64890 0.66614 0.064
H 0.03081 -3.64853 0.57375 0.056
C -1.39975 2.84096 -0.46126 -0.156
C 0.12313 2.83344 -0.20544 -0.166
H -1.58317 3.48371 -1.31823 0.057
H -1.80215 1.85254 -0.64170 0.047
H -1.93883 3.23305 0.39977 0.059
H 0.34804 2.96888 0.85101 0.058
H 0.57301 1.91070 -0.53384 0.042
H 0.64874 3.64413 -0.70097 0.056
```

Computed properties:
SMILES: CCC.CC
HOMO (hartree): -0.4178


Taking the most stable structure as the zero point, the relative energies in kcal/mol are w 59.5; x 0.0.


w | Entry from the Open Molecules 2025 dataset: a cluster of 2 separate species, C5H14 in total (ωB97M-V/def2-TZVPD).

The geometry in XYZ format:
```
19
Properties=species:S:1:pos:R:3:lowdin_charge:R:1
C -1.82257 -1.23292 -0.96350 -0.103
C -1.32061 -0.76729 0.47318 -0.293
C -1.83832 0.60588 0.72814 -0.159
H -1.74680 -0.50578 -1.74761 0.055
H -2.81294 -1.60089 -0.87182 0.053
H -1.26138 -2.03489 -1.41267 0.053
H -1.62241 -1.49743 1.09148 0.046
H -0.18071 -0.74723 0.58214 0.097
H -2.27261 0.62006 1.77067 0.070
H -1.10530 1.48572 0.84783 0.081
H -2.70881 0.94130 0.01390 0.102
C 2.12008 0.11029 -0.60457 -0.175
C 2.58397 1.01871 0.51482 -0.158
H 1.34438 0.55547 -1.24389 0.080
H 2.82862 -0.38391 -1.25820 0.068
H 1.69778 -0.74308 -0.26280 -0.005
H 2.95796 1.97233 0.06671 0.068
H 3.42855 0.80550 1.14521 0.051
H 1.73114 1.39816 1.13098 0.068
```

Computed properties:
SMILES: CCC.CC
HOMO (hartree): -0.4021


x | Entry from the Open Molecules 2025 dataset: a cluster of 2 separate species, C5H14 in total (ωB97M-V/def2-TZVPD).

The geometry in XYZ format:
```
19
Properties=species:S:1:pos:R:3:lowdin_charge:R:1
C 1.54269 -1.43735 1.26900 -0.125
C 0.30552 -1.23416 0.38688 -0.311
C 0.61284 -1.37694 -1.09374 -0.135
H 2.20886 -0.57516 1.36878 0.069
H 2.16581 -2.22676 0.85497 0.064
H 1.20862 -1.64517 2.28389 0.066
H -0.33872 -2.06538 0.68033 0.103
H -0.10868 -0.26471 0.64245 0.051
H 1.39371 -0.67015 -1.42092 0.073
H 1.40784 -2.13679 -1.21759 0.066
H -0.25433 -1.51826 -1.71962 0.069
C -0.97772 1.98396 -0.98172 -0.162
C -1.51153 1.93856 0.44599 -0.159
H -0.74450 2.98935 -1.33579 0.062
H -0.11996 1.35895 -1.23102 0.042
H -1.75664 1.65124 -1.67344 0.062
H -1.11423 2.78631 1.01520 0.064
H -1.18004 1.12923 1.08509 0.034
H -2.59099 2.05210 0.40008 0.065
```

Computed properties:
SMILES: CCC.CC
HOMO (hartree): -0.4016


Taking the most stable structure as the zero point, the relative energies in kcal/mol are w 12.3; x 0.0.


w | Entry from the Open Molecules 2025 dataset: a cluster of 2 separate species, C5H14 in total (ωB97M-V/def2-TZVPD).

The geometry in XYZ format:
```
19
Properties=species:S:1:pos:R:3:lowdin_charge:R:1
C 2.68359 -1.45101 -0.26394 -0.113
C 1.60345 -0.66773 0.52291 -0.308
C 0.18841 -1.17942 0.27170 -0.124
H 2.31724 -2.41484 -0.61077 0.066
H 3.55469 -1.59037 0.37560 0.061
H 3.02474 -0.81789 -1.07868 0.063
H 1.80974 -0.67512 1.59643 0.095
H 1.65563 0.38421 0.25836 0.088
H -0.55345 -0.42000 0.46735 0.011
H 0.08428 -1.40421 -0.79585 0.080
H -0.10797 -2.02969 0.88692 0.077
C -2.41599 1.07017 -0.66467 -0.178
C -1.64738 1.94724 0.30123 -0.168
H -3.40640 1.46820 -0.92231 0.064
H -1.91120 0.96315 -1.61844 0.065
H -2.67589 0.08424 -0.28609 0.057
H -0.77974 1.43512 0.68821 0.030
H -2.16951 2.46962 1.10060 0.065
H -1.25424 2.82833 -0.22855 0.069
```

Computed properties:
SMILES: CCC.CC
HOMO (hartree): -0.4145


x | Entry from the Open Molecules 2025 dataset: a cluster of 2 separate species, C5H14 in total (ωB97M-V/def2-TZVPD).

The geometry in XYZ format:
```
19
Properties=species:S:1:pos:R:3:lowdin_charge:R:1
C -0.30867 1.35835 -1.66737 -0.134
C -0.27803 -0.06008 -2.14688 -0.329
C 0.77847 -0.95529 -1.51480 -0.121
H 0.48782 2.03161 -1.98868 0.073
H -1.18654 2.00799 -1.75066 0.069
H -0.23938 1.32564 -0.56301 0.053
H -0.18918 -0.05840 -3.24011 0.095
H -1.24894 -0.55600 -2.06424 0.100
H 1.54533 -0.39433 -0.97732 0.064
H 1.28807 -1.40211 -2.37704 0.070
H 0.39909 -1.71123 -0.83621 0.064
C 0.41886 0.30462 2.13947 -0.153
C -0.64818 -0.68131 2.66272 -0.159
H -0.02824 1.29452 2.04821 0.061
H 1.32040 0.27620 2.73742 0.061
H 0.65797 0.04814 1.10969 0.019
H -0.38749 -1.02270 3.66601 0.056
H -0.73089 -1.54718 2.00538 0.053
H -1.65050 -0.25845 2.75742 0.058
```

Computed properties:
SMILES: CCC.CC
HOMO (hartree): -0.4062


Taking the most stable structure as the zero point, the relative energies in kcal/mol are w 0.0; x 4.5.